Molecular formula: C13H28F7N2O6S
Method: DFT, ωB97M-V/def2-TZVPD

Geometry as XYZ:
```
57
Properties=species:S:1:pos:R:3:lowdin_charge:R:1
F -0.600 3.051 -0.113 0.183
C -0.432 1.714 -0.079 -0.526
F 0.683 1.399 -0.737 0.194
F -0.360 1.318 1.191 0.198
C -1.682 1.090 -0.776 -0.356
F -1.860 1.711 -1.964 0.149
F -2.752 1.366 -0.023 0.136
C -1.542 -0.423 -1.068 -0.400
F -0.884 -1.060 -0.078 0.134
F -0.746 -0.464 -2.190 0.122
C -2.797 -1.201 -1.473 -0.124
N -3.536 -0.451 -2.550 0.131
C -4.649 0.449 -2.129 -0.077
C -5.450 -0.143 -0.975 -0.181
N -5.122 -1.559 -0.817 -0.037
C -3.726 -1.769 -0.393 -0.551
S -3.389 -1.241 1.338 0.861
H -2.390 -2.057 -1.996 0.175
H -3.962 -1.178 -3.121 0.193
H -2.867 0.019 -3.161 0.183
H -5.297 0.544 -2.988 0.139
H -4.294 1.445 -1.925 0.123
H -5.329 0.447 -0.070 0.100
H -6.491 -0.080 -1.254 0.130
H -5.690 -1.923 -0.065 0.120
H -3.585 -2.838 -0.387 0.075
H -4.465 -0.516 1.672 -0.117
C 4.463 1.740 -1.453 -0.250
C 4.566 3.018 -0.652 -0.225
O 3.389 3.814 -0.866 -0.073
O 4.295 2.024 -2.835 -0.067
H 5.363 1.137 -1.341 0.123
H 3.599 1.150 -1.112 0.105
H 5.407 3.614 -0.999 0.129
H 4.693 2.817 0.410 0.097
H 2.662 3.368 -0.425 0.065
H 3.715 2.793 -2.877 0.072
C 7.050 4.190 2.820 -0.241
C 6.578 4.512 4.220 -0.238
O 6.507 3.318 5.002 -0.071
O 6.183 3.240 2.212 -0.082
H 7.056 5.084 2.196 0.123
H 8.066 3.777 2.852 0.119
H 5.566 4.912 4.189 0.123
H 7.234 5.245 4.698 0.121
H 7.405 3.023 5.177 0.091
H 5.952 2.614 2.909 0.079
C -2.955 -7.107 0.390 -0.244
C -1.881 -6.089 0.075 -0.215
O -2.424 -4.757 0.125 -0.107
O -4.040 -6.996 -0.519 -0.057
H -2.556 -8.117 0.310 0.127
H -3.325 -6.956 1.413 0.121
H -1.517 -6.228 -0.941 0.125
H -1.042 -6.174 0.769 0.125
H -2.616 -4.558 1.047 0.085
H -4.179 -6.056 -0.665 0.066
```

Summary:
HOMO level (eV): -11.537
Net charge: +1
Spin multiplicity: 1
Energy (eV): -59049.614


Molecular formula: C13H28MnN4O7
Method: DFT, ωB97M-V/def2-TZVPD

Geometry as XYZ:
```
53
Properties=species:S:1:pos:R:3:lowdin_charge:R:1
Mn -1.276 -0.094 1.003 0.823
C -2.551 -0.042 3.163 -1.126
O -1.769 0.757 2.827 -0.073
O -3.191 0.007 4.238 -0.073
O -2.633 -0.895 2.254 -0.138
C 1.535 1.514 0.204 -0.271
O 0.291 1.367 0.482 -0.066
N 2.021 1.240 -0.974 -0.135
C 3.301 2.055 -1.327 -0.019
C 1.256 0.804 -2.168 -0.002
H 2.269 2.040 0.835 0.147
H 3.124 2.907 -1.984 0.082
H 4.018 1.432 -1.863 0.077
H 3.833 2.540 -0.509 0.078
H 1.958 0.389 -2.891 0.092
H 0.532 0.078 -1.798 0.056
H 0.705 1.642 -2.594 0.102
C -3.269 2.077 -0.341 -0.281
O -2.428 1.221 -0.105 -0.032
N -3.183 3.273 0.171 -0.142
C -4.128 4.349 -0.140 -0.053
C -2.086 3.795 0.959 -0.036
H -4.163 2.007 -0.980 0.150
H -4.417 4.955 0.718 0.086
H -5.098 4.016 -0.510 0.088
H -3.631 5.072 -0.787 0.090
H -1.817 3.152 1.797 0.087
H -1.077 3.755 0.549 0.087
H -2.361 4.665 1.555 0.095
C -1.133 -1.608 -1.892 -0.318
O -1.130 -1.331 -0.693 -0.024
N -0.564 -2.686 -2.366 -0.138
C -1.040 -3.241 -3.627 -0.072
C 0.164 -3.764 -1.582 0.013
H -1.570 -0.976 -2.681 0.158
H -0.247 -3.310 -4.372 0.085
H -1.810 -2.704 -4.180 0.091
H -1.383 -4.275 -3.581 0.092
H 0.776 -3.473 -0.728 0.078
H -0.604 -4.430 -1.190 0.099
H 0.756 -4.337 -2.295 0.085
C 1.170 -1.606 2.499 -0.234
O 0.378 -1.083 1.711 -0.037
N 2.474 -1.959 2.358 -0.153
C 3.096 -1.839 1.004 -0.041
C 3.384 -2.474 3.409 -0.032
H 0.883 -1.772 3.549 0.160
H 2.382 -1.540 0.237 0.066
H 3.517 -2.785 0.662 0.081
H 3.905 -1.109 0.960 0.084
H 2.898 -2.829 4.317 0.090
H 3.921 -3.276 2.902 0.085
H 4.008 -1.669 3.798 0.088
```

Summary:
ΔE to the lowest compared entry with this formula, charge and spin (kcal per mole): 83.0
HOMO level (spin up / spin down) (eV): -4.379 / -4.981
Spin multiplicity: 6
Energy (eV): -65546.398


Repeat the first record exactly.
Molecular formula: C13H28F7N2O6S
Method: DFT, ωB97M-V/def2-TZVPD

Geometry as XYZ:
```
57
Properties=species:S:1:pos:R:3:lowdin_charge:R:1
F -0.600 3.051 -0.113 0.183
C -0.432 1.714 -0.079 -0.526
F 0.683 1.399 -0.737 0.194
F -0.360 1.318 1.191 0.198
C -1.682 1.090 -0.776 -0.356
F -1.860 1.711 -1.964 0.149
F -2.752 1.366 -0.023 0.136
C -1.542 -0.423 -1.068 -0.400
F -0.884 -1.060 -0.078 0.134
F -0.746 -0.464 -2.190 0.122
C -2.797 -1.201 -1.473 -0.124
N -3.536 -0.451 -2.550 0.131
C -4.649 0.449 -2.129 -0.077
C -5.450 -0.143 -0.975 -0.181
N -5.122 -1.559 -0.817 -0.037
C -3.726 -1.769 -0.393 -0.551
S -3.389 -1.241 1.338 0.861
H -2.390 -2.057 -1.996 0.175
H -3.962 -1.178 -3.121 0.193
H -2.867 0.019 -3.161 0.183
H -5.297 0.544 -2.988 0.139
H -4.294 1.445 -1.925 0.123
H -5.329 0.447 -0.070 0.100
H -6.491 -0.080 -1.254 0.130
H -5.690 -1.923 -0.065 0.120
H -3.585 -2.838 -0.387 0.075
H -4.465 -0.516 1.672 -0.117
C 4.463 1.740 -1.453 -0.250
C 4.566 3.018 -0.652 -0.225
O 3.389 3.814 -0.866 -0.073
O 4.295 2.024 -2.835 -0.067
H 5.363 1.137 -1.341 0.123
H 3.599 1.150 -1.112 0.105
H 5.407 3.614 -0.999 0.129
H 4.693 2.817 0.410 0.097
H 2.662 3.368 -0.425 0.065
H 3.715 2.793 -2.877 0.072
C 7.050 4.190 2.820 -0.241
C 6.578 4.512 4.220 -0.238
O 6.507 3.318 5.002 -0.071
O 6.183 3.240 2.212 -0.082
H 7.056 5.084 2.196 0.123
H 8.066 3.777 2.852 0.119
H 5.566 4.912 4.189 0.123
H 7.234 5.245 4.698 0.121
H 7.405 3.023 5.177 0.091
H 5.952 2.614 2.909 0.079
C -2.955 -7.107 0.390 -0.244
C -1.881 -6.089 0.075 -0.215
O -2.424 -4.757 0.125 -0.107
O -4.040 -6.996 -0.519 -0.057
H -2.556 -8.117 0.310 0.127
H -3.325 -6.956 1.413 0.121
H -1.517 -6.228 -0.941 0.125
H -1.042 -6.174 0.769 0.125
H -2.616 -4.558 1.047 0.085
H -4.179 -6.056 -0.665 0.066
```

Summary:
HOMO level (eV): -11.537
Net charge: +1
Spin multiplicity: 1
Energy (eV): -59049.614


Q: What is the spin multiplicity in the second record?
A: 6


Q: Which of these has the highest energy?
A: C13H28F7N2O6S